The following is a DFT calculation (the ωB97M-V functional and the def2-TZVPD basis) of a structure of composition C41H41BFeN3O2P at a distorted geometry.

- LUMO energy (spin up / spin down): -2.1 / -2.1 eV
- Gap between HOMO and LUMO (spin up / spin down): 8.3381 / 7.7859 eV
- Spin multiplicity: 2
- Total charge: +1
- HOMO energy (spin up / spin down): -10.42 / -9.87 eV

Structure (XYZ):
```
90
Properties=species:S:1:pos:R:3:lowdin_charge:R:1
Fe 0.19 1.79 -0.91 0.2375
N 0.02 4.34 -2.88 0.1429
C -0.08 4.68 -1.54 -0.2735
C -0.04 6.04 -1.22 0.0049
C -0.18 6.42 0.10 -0.0436
C -0.37 5.44 1.07 -0.0341
C -0.37 4.13 0.66 -0.1059
N -0.20 3.74 -0.62 0.0510
C -0.21 3.14 -3.54 -0.2748
C -0.41 3.19 -4.93 0.0065
C -0.67 2.03 -5.61 -0.0451
C -0.74 0.84 -4.91 -0.0410
C -0.51 0.87 -3.55 -0.0944
N -0.23 2.01 -2.87 0.0533
H 0.09 5.13 -3.49 0.1383
H 0.09 6.77 -2.00 0.1199
H -0.16 7.47 0.36 0.1210
H -0.50 5.69 2.11 0.1175
H -0.49 3.33 1.37 0.0834
H -0.38 4.15 -5.44 0.1207
H -0.84 2.06 -6.68 0.1210
H -0.96 -0.10 -5.40 0.1156
H -0.55 -0.03 -2.96 0.0998
C 3.26 2.44 -0.19 -0.0386
C 2.89 2.92 1.19 -0.2596
C 3.60 3.98 1.73 -0.0392
C 3.30 4.50 2.99 -0.0683
C 2.26 3.95 3.72 -0.0738
C 1.54 2.88 3.20 -0.0885
C 1.84 2.34 1.95 -0.3033
P 0.85 1.00 1.18 1.1093
C 2.01 -0.39 1.06 -0.2922
C 2.86 -0.74 2.11 -0.0750
C 3.73 -1.81 1.99 -0.0612
C 3.78 -2.53 0.81 -0.0596
C 2.98 -2.15 -0.26 -0.0362
C 2.11 -1.07 -0.16 -0.2657
C 1.38 -0.57 -1.38 -0.0873
C -0.42 0.59 2.43 -0.2760
C -0.01 0.11 3.68 -0.0912
C -0.90 -0.12 4.72 -0.0615
C -2.24 0.17 4.52 -0.0532
C -2.67 0.63 3.29 -0.0237
C -1.78 0.83 2.22 -0.2132
C -2.44 1.14 0.88 -0.0143
H 4.08 3.03 -0.59 0.0868
H 2.42 2.53 -0.89 0.0487
H 3.57 1.39 -0.19 0.0818
H 4.41 4.41 1.16 0.1134
H 3.87 5.33 3.38 0.1088
H 2.00 4.35 4.69 0.1086
H 0.72 2.48 3.78 0.0989
H 2.86 -0.15 3.02 0.1018
H 4.38 -2.07 2.82 0.1110
H 4.45 -3.37 0.71 0.1112
H 3.06 -2.68 -1.20 0.1149
H 1.47 -1.28 -2.21 0.1014
H 1.83 0.37 -1.72 0.0775
H 0.32 -0.42 -1.18 0.0260
H 1.04 -0.11 3.85 0.0898
H -0.54 -0.50 5.66 0.1115
H -2.95 0.03 5.32 0.1130
H -3.72 0.82 3.13 0.1250
H -1.85 1.84 0.28 0.0632
H -3.41 1.60 1.07 0.1230
C -2.33 -7.12 -1.27 -0.0675
C -1.38 -5.94 -1.08 -0.5597
C -0.49 -6.22 0.14 -0.0406
C -0.50 -5.83 -2.33 -0.0490
C -2.13 -4.63 -0.84 -0.1576
C -3.51 -4.58 -0.60 -0.0098
C -4.19 -3.41 -0.26 0.0356
C -3.44 -2.27 -0.17 -0.1765
O -3.81 -0.99 0.22 0.2203
B -2.64 -0.25 0.21 -0.5418
O -1.57 -1.02 -0.25 0.1575
C -2.09 -2.29 -0.45 -0.1630
C -1.40 -3.43 -0.76 0.0638
H -1.75 -8.03 -1.46 0.0887
H -3.00 -6.97 -2.12 0.0919
H -2.94 -7.30 -0.38 0.0857
H 0.03 -7.17 0.02 0.0878
H -1.10 -6.27 1.05 0.0928
H 0.25 -5.43 0.28 0.0781
H 0.07 -6.75 -2.47 0.0884
H 0.22 -5.01 -2.25 0.0682
H -1.10 -5.66 -3.23 0.0923
H -4.09 -5.49 -0.69 0.1034
H -5.25 -3.40 -0.07 0.1274
H -0.33 -3.40 -0.93 0.1188
```



The following is a DFT calculation (the ωB97M-V functional and the def2-TZVPD basis) of a structure of composition C41H41Br2Cl2N8O4PTb at a distorted geometry.

- LUMO energy (spin up / spin down): -3.0 / -3.7 eV
- Energy above the lowest of the compared OMol25 structures with the same formula, charge and spin: 198.28 kcal/mol
- Gap between HOMO and LUMO (spin up / spin down): 3.7834 / 5.5976 eV
- Spin multiplicity: 7
- Total charge: +1
- HOMO energy (spin up / spin down): -6.74 / -9.28 eV

Structure (XYZ):
```
100
Properties=species:S:1:pos:R:3:lowdin_charge:R:1
Tb -19.19 -9.90 7.05 1.5914
O -23.45 -9.98 7.55 0.0454
C -22.23 -9.99 7.66 -0.5925
O -21.34 -9.47 6.82 -0.2377
C -21.69 -10.63 8.88 -0.1852
C -22.58 -11.26 9.79 0.0156
C -22.14 -11.67 11.03 -0.0627
C -20.85 -11.39 11.39 -0.0367
C -20.01 -10.74 10.46 -0.0964
N -20.37 -10.50 9.20 0.0094
H -23.64 -11.41 9.49 0.1330
H -22.73 -12.31 11.65 0.1123
H -20.53 -11.77 12.35 0.1085
H -19.00 -10.49 10.74 0.1128
N -13.10 -2.64 12.44 0.1678
C -13.80 -3.41 11.87 -0.1764
C -14.53 -4.31 11.08 -0.2350
C -14.09 -5.08 10.01 -0.0093
C -14.90 -6.03 9.40 -0.0117
C -16.22 -6.26 9.86 -0.1650
C -16.70 -5.42 10.89 0.0086
C -15.88 -4.47 11.48 -0.0087
C -17.03 -7.30 9.23 -0.0663
C -16.52 -8.62 9.07 -0.2549
C -15.30 -9.10 9.60 -0.0155
C -15.18 -10.44 9.21 -0.0520
C -16.30 -10.72 8.40 -0.1470
N -17.15 -9.64 8.29 -0.1019
C -18.32 -6.94 8.78 -0.3165
C -18.73 -5.57 8.48 -0.0563
C -20.11 -5.56 8.36 -0.0833
C -20.50 -6.93 8.46 -0.1473
N -19.44 -7.78 8.57 -0.0336
H -13.10 -4.90 9.54 0.1323
H -14.54 -6.52 8.51 0.1248
H -17.75 -5.45 11.15 0.1217
H -16.24 -3.90 12.33 0.1216
H -14.68 -8.51 10.26 0.1116
H -14.36 -11.08 9.33 0.0742
H -16.52 -11.63 7.85 0.0977
H -18.09 -4.70 8.47 0.1090
H -20.81 -4.73 8.28 0.0886
H -21.51 -7.33 8.43 0.1012
C -15.83 -10.66 4.79 -0.0688
C -16.45 -11.99 4.95 -0.3738
C -15.81 -13.23 4.64 -0.0288
C -16.41 -14.39 5.08 -0.0677
C -17.77 -14.43 5.49 -0.1889
C -18.52 -15.58 5.80 -0.5922
Br -17.78 -17.33 5.82 0.8154
C -19.88 -15.51 6.16 -0.1925
C -20.48 -14.27 6.30 -0.6257
Br -22.25 -14.16 6.80 0.8658
C -19.68 -13.05 6.31 -0.3124
O -20.08 -11.94 6.86 -0.2161
C -18.33 -13.12 5.67 -0.1469
N -17.69 -11.97 5.44 0.0471
H -14.72 -10.71 5.07 0.1099
H -16.31 -9.90 5.44 0.0274
H -15.88 -10.22 3.72 0.0996
H -14.84 -13.27 4.09 0.1264
H -15.82 -15.29 5.05 0.0814
H -20.44 -16.41 6.36 0.0910
Cl -15.36 -7.01 4.19 0.5454
C -17.09 -7.39 4.08 -0.8940
Cl -17.79 -7.53 5.78 0.5865
H -17.28 -8.35 3.59 0.0101
H -17.58 -6.54 3.60 0.0332
C -24.93 -4.34 4.07 -0.1160
N -23.95 -4.10 2.93 -0.0895
C -24.40 -4.98 1.73 -0.0867
N -24.53 -6.39 2.08 -0.1379
C -25.39 -6.55 3.27 -0.1338
N -25.00 -5.75 4.49 -0.1250
C -23.71 -6.21 5.08 -0.3095
P -22.26 -6.25 3.85 1.0645
C -22.51 -4.45 3.31 -0.2782
C -23.25 -6.96 2.38 -0.3503
H -25.90 -4.01 3.69 0.1393
H -24.59 -3.70 4.93 0.1529
H -24.02 -3.09 2.65 0.1968
H -23.62 -4.88 0.97 0.1395
H -25.36 -4.56 1.43 0.1419
H -25.44 -7.59 3.61 0.1470
H -26.36 -6.18 3.03 0.1167
H -23.87 -7.26 5.36 0.0926
H -23.42 -5.62 5.96 0.0926
H -21.93 -4.30 2.37 0.1015
H -22.17 -3.74 4.05 0.0895
H -23.42 -8.03 2.51 0.0943
H -22.56 -6.80 1.55 0.0864
C -19.92 -10.80 2.17 -0.0660
C -20.45 -10.08 3.40 -0.2637
O -19.51 -9.98 4.50 -0.2307
H -20.80 -10.84 1.48 0.0906
H -19.59 -11.84 2.37 0.0881
H -19.12 -10.24 1.61 0.0877
H -21.33 -10.60 3.71 0.1089
H -20.77 -9.09 3.20 0.0731
H -18.77 -10.62 4.34 0.0566
```



The following is a DFT calculation (the ωB97M-V functional and the def2-TZVPD basis) of a structure of composition C41H41F3IN5OPPmSSe at a distorted geometry.

- LUMO energy: -1.9 eV
- Energy above the lowest of the compared OMol25 structures with the same formula, charge and spin: 0.00 kcal/mol
- Gap between HOMO and LUMO: 4.3049 eV
- Spin multiplicity: 5
- HOMO energy: -6.20 eV

Structure (XYZ):
```
96
Properties=species:S:1:pos:R:3:lowdin_charge:R:1
Pm 0.65 -0.74 0.60 1.4091
O 2.61 -1.39 0.37 -0.2376
C 2.59 -1.42 -0.92 -0.5905
C 3.42 -0.37 -1.59 -0.1884
C 4.79 -0.55 -1.68 -0.0005
C 5.59 0.44 -2.22 -0.0588
C 5.01 1.63 -2.65 -0.0691
C 3.65 1.83 -2.56 -0.0697
C 2.84 0.82 -2.04 -0.3208
P 1.01 0.89 -1.99 1.0624
C 0.66 0.17 -3.65 -0.3815
C -0.68 -0.01 -4.00 -0.1427
C -1.01 -0.54 -5.23 -0.0818
C -0.02 -0.88 -6.14 -0.0893
C 1.31 -0.69 -5.80 -0.1395
C 1.65 -0.16 -4.56 -0.0911
C 0.69 2.66 -2.39 -0.3528
C 0.60 3.56 -1.33 -0.1034
C 0.30 4.89 -1.56 -0.0770
C 0.12 5.34 -2.85 -0.0823
C 0.26 4.47 -3.92 -0.0710
C 0.53 3.13 -3.69 -0.0760
H 5.22 -1.47 -1.32 0.1288
H 6.65 0.29 -2.32 0.1072
H 5.63 2.41 -3.07 0.1055
H 3.20 2.75 -2.90 0.1048
H -1.46 0.29 -3.31 0.0644
H -2.05 -0.68 -5.49 0.1008
H -0.27 -1.31 -7.10 0.1072
H 2.09 -0.96 -6.50 0.0891
H 2.69 -0.03 -4.31 0.1075
H 0.77 3.20 -0.32 0.0702
H 0.22 5.58 -0.73 0.1027
H -0.12 6.38 -3.03 0.1024
H 0.15 4.82 -4.93 0.1066
H 0.63 2.46 -4.53 0.1061
I 2.13 -4.10 -5.15 -0.3855
C 1.80 -2.28 -1.64 -0.0251
H 1.96 -2.36 -2.70 -0.0046
H 1.45 -3.18 -1.12 0.0779
C -0.95 -3.86 -3.02 -0.1087
N -1.12 -2.64 -2.26 -0.0524
C -2.22 -2.09 -1.76 -0.8250
S -2.06 -0.68 -0.82 0.6398
N -3.48 -2.52 -1.93 -0.0307
C -4.03 -3.49 -2.85 -0.0598
H 0.10 -3.94 -3.28 -0.0618
H -1.51 -3.84 -3.96 0.0835
H -1.24 -4.74 -2.43 0.0645
H -0.24 -2.14 -2.06 0.0486
H -4.14 -1.94 -1.44 0.1064
H -3.73 -4.51 -2.59 0.0848
H -3.73 -3.29 -3.88 0.0871
H -5.11 -3.43 -2.79 0.0906
F -1.84 6.22 2.76 0.1486
C -2.15 5.06 3.36 -0.5909
F -1.71 5.17 4.62 0.1528
F -3.48 5.00 3.42 0.1478
C -1.54 3.89 2.64 -0.0900
C -2.30 3.12 1.77 0.0341
C -1.68 2.09 1.09 -0.1375
N -0.39 1.79 1.23 -0.0230
C 0.34 2.53 2.08 -0.1420
C -0.19 3.59 2.79 0.0342
H -3.35 3.32 1.63 0.1256
H -2.24 1.48 0.39 0.0311
H 1.38 2.25 2.18 0.1137
H 0.44 4.18 3.45 0.1296
C 0.83 -1.88 6.09 -0.0546
C 1.55 -0.62 5.58 -0.6402
C 3.05 -0.78 5.83 -0.0550
C 1.03 0.62 6.32 -0.0556
C 1.29 -0.49 4.14 -0.1686
C 1.05 -0.38 2.96 -0.1800
H 0.98 -1.99 7.17 0.0835
H 1.23 -2.76 5.59 0.0848
H -0.24 -1.83 5.88 0.0774
H 3.26 -0.86 6.90 0.0831
H 3.60 0.07 5.43 0.0841
H 3.42 -1.68 5.34 0.0853
H 1.22 0.54 7.38 0.0816
H -0.05 0.74 6.17 0.0785
H 1.52 1.52 5.94 0.0800
Se -1.19 -4.23 0.58 1.2057
N -0.95 -2.62 1.31 -0.3676
C -2.01 -2.38 2.12 -0.3907
C -2.23 -1.21 2.86 -0.0360
C -3.35 -1.12 3.65 -0.0515
C -4.29 -2.16 3.71 -0.0646
C -4.13 -3.30 2.97 -0.0124
C -2.98 -3.44 2.16 -0.3747
N -2.72 -4.50 1.39 -0.2150
H -1.50 -0.41 2.83 0.0702
H -3.52 -0.23 4.24 0.1116
H -5.16 -2.05 4.35 0.1088
H -4.84 -4.11 3.00 0.1166
```



The following is a DFT calculation (the ωB97M-V functional and the def2-TZVPD basis) of the molecule C41H41FN4O5.

- LUMO energy: 0.5 eV
- Energy above the lowest of the compared OMol25 structures with the same formula, charge and spin: 2.05 kcal/mol
- Gap between HOMO and LUMO: 8.1591 eV
- HOMO energy: -7.62 eV

Structure (XYZ):
```
92
Properties=species:S:1:pos:R:3:lowdin_charge:R:1
C 0.66 3.57 0.11 -0.0129
H -0.22 4.18 -0.10 0.1080
H 1.52 4.20 0.32 0.0992
H 0.45 2.90 0.94 0.0790
O 1.00 2.82 -1.05 -0.0235
C 0.17 1.84 -1.39 -0.4378
O -0.78 1.51 -0.73 0.1230
C 0.57 1.13 -2.68 -0.2286
N -0.67 0.64 -3.27 0.0396
C -1.72 1.47 -3.41 -0.4141
O -1.63 2.67 -3.21 0.0999
C -2.99 0.81 -3.84 -0.1508
C -3.89 0.38 -2.88 -0.0227
C -5.08 -0.21 -3.26 -0.0704
C -5.38 -0.38 -4.60 -0.0856
C -4.48 0.06 -5.56 -0.0770
C -3.29 0.65 -5.19 -0.0283
H -2.59 1.00 -5.94 0.1212
H -4.72 -0.06 -6.61 0.1034
H -6.31 -0.84 -4.90 0.1020
H -5.78 -0.54 -2.50 0.1055
H -3.65 0.53 -1.83 0.1119
C -0.71 -0.80 -3.43 -0.0726
C 0.71 -1.30 -3.15 -0.1717
H 1.22 -1.50 -4.09 0.1444
C 0.70 -2.56 -2.24 -0.0455
C 0.93 -1.95 -0.90 -0.1791
C 1.34 -0.64 -0.96 -0.1155
C 1.63 -0.24 0.35 0.0563
C 1.35 -1.33 1.17 -0.0971
N 0.95 -2.38 0.37 0.0199
C 0.39 -3.63 0.81 -0.0963
H 0.70 -3.78 1.85 0.1050
H 0.79 -4.44 0.20 0.1313
C -1.15 -3.59 0.71 -0.0968
C -1.66 -2.27 1.19 -0.1768
C -2.01 -1.21 0.41 -0.0461
N -2.34 -0.14 1.19 0.1032
C -2.17 -0.48 2.50 -0.2149
C -2.37 0.25 3.67 -0.0219
C -2.10 -0.38 4.86 -0.0294
C -1.63 -1.71 4.92 -0.2856
C -1.47 -2.44 3.76 0.0435
C -1.74 -1.83 2.54 -0.1193
H -1.12 -3.46 3.78 0.1122
O -1.36 -2.17 6.18 -0.1033
C -0.82 -3.46 6.30 -0.0932
H 0.11 -3.56 5.73 0.0910
H -1.53 -4.23 5.98 0.0947
H -0.61 -3.59 7.36 0.0925
H -2.24 0.14 5.80 0.1182
H -2.72 1.27 3.64 0.1149
H -2.49 0.79 0.83 0.1399
H -2.07 -1.14 -0.66 0.1042
H -1.46 -3.74 -0.33 0.1049
H -1.56 -4.41 1.30 0.1169
C 1.56 -1.50 2.61 -0.3896
O 1.77 -2.60 3.12 0.0343
N 1.57 -0.40 3.40 -0.0153
C 1.19 0.96 3.08 -0.1617
C 0.86 1.57 4.44 -0.1534
H -0.17 1.33 4.72 0.0845
C 1.83 0.86 5.37 -0.1500
H 2.83 1.29 5.28 0.1122
C 1.82 -0.56 4.82 -0.1289
H 1.01 -1.15 5.27 0.1116
H 2.76 -1.10 4.98 0.1277
H 1.52 0.90 6.41 0.1120
H 0.98 2.66 4.44 0.1110
H 2.03 1.49 2.63 0.1176
H 0.34 0.96 2.39 0.1079
H 2.04 0.70 0.64 0.1030
C 1.39 -0.14 -2.37 -0.0873
H 2.43 0.01 -2.67 0.1338
H -0.23 -3.12 -2.34 0.1115
H 1.52 -3.23 -2.50 0.1255
H -1.05 -1.06 -4.44 0.1349
H -1.42 -1.23 -2.72 0.1159
C 1.25 2.05 -3.74 -0.0389
C 2.63 2.56 -3.43 -0.2164
C 3.76 1.80 -3.72 -0.0412
C 5.03 2.27 -3.44 -0.0028
C 5.17 3.52 -2.88 -0.2785
C 4.07 4.32 -2.61 0.0019
C 2.81 3.83 -2.89 -0.0328
H 1.95 4.45 -2.71 0.1196
H 4.21 5.30 -2.20 0.1176
F 6.40 3.98 -2.60 0.0530
H 5.91 1.68 -3.67 0.1174
H 3.66 0.84 -4.21 0.1136
H 0.58 2.89 -3.89 0.1227
H 1.29 1.46 -4.66 0.1385
```



The following is a DFT calculation (the ωB97M-V functional and the def2-TZVPD basis) of a structure of composition C41H41FeN8O10P2S2.

- LUMO energy (spin up / spin down): -0.2 / -1.0 eV
- Energy above the lowest of the compared OMol25 structures with the same formula, charge and spin: 24.97 kcal/mol
- Gap between HOMO and LUMO (spin up / spin down): 7.5260 / 6.7166 eV
- Spin multiplicity: 6
- HOMO energy (spin up / spin down): -7.72 / -7.71 eV

Structure (XYZ):
```
105
Properties=species:S:1:pos:R:3:lowdin_charge:R:1
Fe -0.69 -0.09 -0.38 0.9272
C 0.56 7.44 3.51 -0.0510
C -0.07 6.23 2.89 -0.2721
C -1.20 5.64 3.45 -0.0289
C -1.79 4.52 2.88 -0.0539
C -1.23 3.96 1.74 -0.2593
C -0.12 4.55 1.16 -0.0718
C 0.46 5.66 1.73 -0.0399
S -1.98 2.53 0.98 0.5979
O -1.89 2.76 -0.44 -0.3340
O -3.27 2.40 1.60 -0.2722
N -0.99 1.28 1.28 -0.2115
C -1.00 0.66 2.52 -0.2503
C -1.50 1.15 3.71 -0.0039
C -1.34 0.43 4.91 -0.0643
C -0.70 -0.76 4.96 -0.0472
C -0.19 -1.32 3.77 -0.1498
C 0.47 -2.57 3.71 0.0027
C 0.90 -3.06 2.51 -0.0294
C 0.64 -2.31 1.35 -0.0947
N 0.05 -1.15 1.37 0.0552
C -0.36 -0.62 2.56 -0.1373
H 0.04 7.75 4.41 0.0741
H 0.54 8.28 2.81 0.0829
H 1.60 7.26 3.76 0.0807
H -1.64 6.08 4.34 0.1131
H -2.69 4.10 3.29 0.1099
H 0.29 4.12 0.25 0.0996
H 1.33 6.12 1.27 0.1155
H -2.03 2.08 3.73 0.0796
H -1.75 0.86 5.82 0.1075
H -0.58 -1.30 5.89 0.1096
H 0.63 -3.13 4.63 0.1202
H 1.40 -4.01 2.43 0.1080
H 0.91 -2.70 0.37 0.1014
C 12.44 3.30 -5.09 -0.0806
O 11.60 2.25 -5.54 -0.0753
C 10.43 2.06 -4.90 -0.2816
C 9.98 2.86 -3.85 -0.0158
C 8.75 2.57 -3.26 -0.0269
C 7.97 1.52 -3.70 -0.1576
C 8.44 0.73 -4.75 -0.0130
C 9.65 1.00 -5.34 0.0106
C 6.67 1.19 -3.10 -0.2637
N 5.90 0.20 -3.48 0.1905
C 4.79 0.27 -2.67 -0.1708
C 4.90 1.32 -1.79 -0.1313
N 6.11 1.91 -2.08 0.1813
C 3.90 1.63 -0.82 -0.0731
C 4.01 2.66 0.12 0.0009
C 2.99 2.83 1.02 -0.0363
C 1.87 2.00 0.94 -0.1231
N 1.73 1.05 0.04 0.1068
C 2.75 0.82 -0.81 -0.1491
C 2.63 -0.32 -1.71 -0.1760
N 1.54 -1.09 -1.61 0.0448
C 1.44 -2.14 -2.39 -0.1226
C 2.40 -2.49 -3.34 -0.0210
C 3.52 -1.71 -3.47 0.0125
C 3.65 -0.60 -2.63 -0.0745
H 13.34 3.25 -5.71 0.0932
H 12.72 3.16 -4.04 0.0957
H 11.96 4.27 -5.22 0.0956
H 10.56 3.69 -3.48 0.1025
H 8.42 3.21 -2.45 0.1042
H 7.83 -0.10 -5.10 0.1135
H 10.02 0.39 -6.16 0.1226
H 6.51 2.72 -1.64 0.1427
H 4.88 3.30 0.14 0.1124
H 3.02 3.60 1.79 0.1084
H 1.04 2.13 1.63 0.0903
H 0.53 -2.72 -2.29 0.0865
H 2.24 -3.36 -3.96 0.1102
H 4.30 -1.93 -4.19 0.1183
O -1.78 -3.25 -2.99 -0.1087
P -2.23 -2.67 -1.56 0.2173
O -2.90 -3.69 -0.73 -0.2716
O -1.00 -1.98 -1.01 -0.4030
O -3.27 -1.51 -1.97 -0.2553
P -3.89 -0.61 -0.73 0.2385
O -4.80 -1.63 0.06 -0.0950
O -4.65 0.49 -1.33 -0.2374
O -2.64 -0.33 0.11 -0.3428
H -2.35 -3.99 -3.24 0.0879
H -4.34 -2.50 0.14 0.0637
C 0.25 4.68 -3.36 -0.0739
C 0.07 3.49 -4.29 -0.2590
N -1.24 2.88 -4.12 0.0159
C -1.54 1.91 -3.24 -0.7016
S -0.25 0.98 -2.55 0.7987
N -2.80 1.62 -3.02 0.0310
C -3.94 2.43 -3.44 -0.2147
C -4.11 3.69 -2.60 -0.0661
H 1.28 5.05 -3.40 0.0743
H 0.02 4.38 -2.34 0.0607
H -0.42 5.50 -3.63 0.0744
H 0.82 2.73 -4.11 0.0699
H 0.16 3.79 -5.34 0.1162
H -2.02 3.44 -4.43 0.1215
H -3.01 0.91 -2.34 0.0607
H -4.81 1.79 -3.31 0.1106
H -3.86 2.65 -4.51 0.1143
H -4.05 3.42 -1.54 0.0661
H -5.09 4.13 -2.80 0.0782
H -3.35 4.45 -2.81 0.0647
```